Entry 1:
ORCA calculation (wB97M-V/def2-TZVPD) on a molecular structure, C29H24Br2OZn at a distorted geometry.

## Properties
charge	-2
total energy	-221015.7182	eV

Structure (XYZ):
```
57
Properties=species:S:1:pos:R:3:lowdin_charge:R:1
C 3.19683 4.10041 4.32091 -0.109
C 2.78074 3.36055 3.08954 -0.345
C 3.73679 2.89695 2.16576 -0.093
C 3.33990 2.19657 1.04241 -0.070
C 1.95895 1.90795 0.77184 -0.239
C 1.66827 1.13490 -0.37489 -0.099
C 0.42129 0.77699 -0.94098 -0.245
C -0.86789 1.07240 -0.40941 -0.060
C -2.02827 0.66453 -1.04209 -0.044
C -1.95170 -0.01722 -2.25835 -0.294
O -3.08929 -0.34205 -2.99258 -0.030
C -3.83097 0.69318 -3.57668 -0.237
C -3.82856 0.76583 -4.97166 -0.009
C -4.40247 1.87920 -5.58161 -0.105
C -5.04436 2.85734 -4.81681 -0.124
C -5.08556 2.72920 -3.42736 -0.095
C -4.48579 1.63902 -2.79134 -0.011
C -0.70394 -0.37208 -2.79921 -0.035
C 0.44540 0.03471 -2.16284 -0.064
C 1.00980 2.42092 1.71130 -0.058
C 1.42857 3.11142 2.83302 -0.096
H 2.31928 4.39370 4.90307 0.058
H 3.83709 3.48125 4.96089 0.063
H 3.76012 5.00705 4.06788 0.060
H 4.79745 3.09869 2.35419 0.095
H 4.08077 1.83599 0.32374 0.095
H 2.53941 0.79921 -0.93562 0.080
H -0.99767 1.64417 0.49866 0.059
H -2.98797 0.91302 -0.59651 0.091
H -3.32334 -0.01309 -5.54072 0.118
H -4.34067 1.97487 -6.66442 0.093
H -5.51305 3.71429 -5.30715 0.089
H -5.57571 3.48534 -2.81615 0.095
H -4.49813 1.53907 -1.70830 0.101
H -0.67674 -0.92269 -3.74379 0.110
H 1.41727 -0.21207 -2.59180 0.093
H -0.05738 2.28711 1.59447 0.055
H 0.68330 3.47431 3.54238 0.092
Br -0.38041 -5.67043 -2.64969 -0.094
Zn 1.02604 -4.28911 -1.48887 -0.010
Br 3.03909 -3.21684 -1.47271 -0.067
C 0.04016 -4.37242 0.62947 -0.269
C -0.52792 -3.09178 0.29436 -0.177
C 0.04053 -2.12852 1.15452 -0.067
C 0.90485 -2.78038 2.09195 -0.208
C 0.91564 -4.18871 1.76045 -0.241
C 1.62689 -5.09448 2.55569 -0.074
C 2.30332 -4.61820 3.68691 -0.148
C 2.25381 -3.25068 4.03808 -0.143
C 1.57215 -2.32904 3.24111 -0.053
H -0.32657 -5.35338 0.32163 0.046
H -1.29019 -2.92070 -0.47361 0.088
H -0.16079 -1.05570 1.17576 0.087
H 1.64710 -6.15645 2.28010 0.096
H 2.88720 -5.31186 4.29880 0.072
H 2.76859 -2.91775 4.94093 0.075
H 1.52873 -1.26447 3.48531 0.103
```

---

Entry 2:
ORCA calculation (wB97M-V/def2-TZVPD) on a molecular structure, C29H24F12N2O2Te4Zr.

## Properties
charge	-2
total energy	-100609.3732	eV

Structure (XYZ):
```
74
Properties=species:S:1:pos:R:3:lowdin_charge:R:1
Zr -0.14266 -0.11196 0.40672 1.522
C 5.09456 4.87208 -1.29516 -0.069
C 3.82161 4.09845 -1.07580 -0.287
C 2.57707 4.61639 -1.40183 -0.054
C 1.42537 3.88297 -1.20552 -0.027
C 1.42774 2.56634 -0.69771 -0.214
N 0.25184 1.83279 -0.62309 -0.053
C -0.82534 2.26814 -1.41960 -0.235
C -0.62554 2.61025 -2.77380 -0.063
C -1.64906 3.01109 -3.60009 -0.045
C -2.95550 3.10291 -3.12413 -0.272
C -4.09068 3.52376 -4.01774 -0.062
C -3.16922 2.76360 -1.80269 0.014
C -2.15017 2.32770 -0.95171 -0.052
C -2.47381 1.98224 0.50538 -0.320
O -1.62863 1.07027 1.05876 -0.326
C -3.92760 1.41307 0.66033 -0.542
F -4.05368 0.72424 1.79049 0.168
F -4.25792 0.60097 -0.34911 0.161
F -4.87451 2.38871 0.69488 0.122
C -2.36324 3.28360 1.35233 -0.542
F -3.06924 4.31233 0.83277 0.137
F -1.09118 3.68370 1.41317 0.172
F -2.79730 3.10323 2.60608 0.168
C 2.68682 2.10622 -0.21758 -0.069
C 3.83192 2.85957 -0.45345 0.003
C 2.75580 0.91210 0.73599 -0.329
O 1.87615 -0.09014 0.43439 -0.329
C 2.42584 1.47740 2.15428 -0.553
F 2.69354 0.61420 3.12053 0.107
F 3.08490 2.61706 2.42981 0.159
F 1.10655 1.76879 2.19222 0.109
C 4.14929 0.22403 0.80606 -0.546
F 5.08520 0.95575 1.45082 0.136
F 4.62386 -0.00455 -0.43993 0.136
F 4.08693 -0.94966 1.41614 0.175
H 4.92324 5.72386 -1.95553 0.064
H 5.86809 4.24849 -1.74827 0.071
H 5.49798 5.25816 -0.35506 0.074
H 2.49782 5.61951 -1.81016 0.104
H 0.47787 4.34087 -1.44952 0.111
H 0.38100 2.58393 -3.16752 0.107
H -1.43073 3.25975 -4.63409 0.109
H -3.78779 4.32640 -4.69310 0.069
H -4.93948 3.87675 -3.43120 0.072
H -4.44034 2.69062 -4.63324 0.077
H -4.17618 2.84434 -1.41702 0.115
H 4.78417 2.48731 -0.10274 0.115
Te -0.53608 -1.35505 3.27196 -0.051
Te 0.82952 -0.91423 5.54408 -0.275
Te -0.20858 -5.73134 2.33899 -0.386
Te 0.62026 -3.24990 1.67679 -0.092
C 1.13038 -2.34585 -1.76627 -0.121
N 0.61432 -0.97462 -1.91328 -0.314
C 1.65808 -0.18697 -2.57069 -0.077
C -0.59915 -0.98928 -2.74839 -0.166
C -1.72890 -1.61595 -1.97864 -0.266
C -2.68981 -2.39303 -2.61712 -0.065
C -3.71004 -2.96968 -1.87676 -0.105
C -3.75082 -2.77289 -0.50148 -0.094
C -2.78107 -1.99896 0.11792 -0.150
C -1.74147 -1.39303 -0.59937 -0.236
H 1.49256 -2.71066 -2.73825 0.089
H 0.34611 -3.00445 -1.40200 0.054
H 1.95192 -2.34660 -1.05109 0.059
H 1.95706 -0.67046 -3.51177 0.093
H 2.52505 -0.11441 -1.91902 0.078
H 1.29503 0.81185 -2.78612 0.062
H -0.40440 -1.51480 -3.69666 0.124
H -0.83742 0.04865 -2.99403 0.107
H -2.63015 -2.56058 -3.68892 0.097
H -4.45526 -3.58794 -2.36418 0.088
H -4.53072 -3.23707 0.09072 0.098
H -2.83328 -1.87797 1.19648 0.062
```

---

Entry 3:
ORCA calculation (wB97M-V/def2-TZVPD) on a molecular structure, C29H24IN4O5Ti at a distorted geometry.

## Properties
charge	-1
⟨S²⟩	2.013
total energy	-77880.9438	eV
multiplicity	3

Structure (XYZ):
```
64
Properties=species:S:1:pos:R:3:lowdin_charge:R:1
Ti 0.29839 1.06605 -0.57655 0.730
C -2.98262 1.31896 -3.44679 -0.059
O -3.36522 -0.02622 -3.16455 -0.080
C -3.29600 -0.50789 -1.89630 -0.229
C -4.11434 -1.58057 -1.59872 -0.020
C -4.08310 -2.20838 -0.35256 -0.110
C -3.23900 -1.72380 0.62188 -0.075
C -2.38779 -0.64639 0.35061 -0.136
C -1.65897 -0.02273 1.46520 -0.043
N -0.76744 0.85768 1.23134 -0.085
N -0.29373 1.68832 2.25053 0.101
C 0.28296 2.69954 1.64982 -0.466
O 0.37500 2.87171 0.38107 -0.170
C 0.88822 3.75053 2.53366 -0.141
C 0.81069 3.66054 3.92092 -0.044
C 1.39560 4.63600 4.71288 -0.094
C 2.06051 5.70334 4.12001 -0.108
C 2.14205 5.79127 2.73903 -0.087
C 1.55638 4.81455 1.94272 -0.014
C -2.36608 -0.03998 -0.93049 -0.265
O -1.53511 0.93249 -1.23460 -0.206
H -3.41053 1.52814 -4.42599 0.089
H -1.90098 1.43199 -3.46962 0.061
H -3.40822 2.00119 -2.70742 0.098
H -4.77579 -1.93222 -2.38124 0.114
H -4.73369 -3.04955 -0.15406 0.090
H -3.23502 -2.16302 1.61276 0.102
H -1.96928 -0.24456 2.48721 0.130
H 0.28883 2.82199 4.36011 0.103
H 1.33377 4.56036 5.79118 0.094
H 2.52015 6.46568 4.73791 0.093
H 2.66545 6.61722 2.27484 0.096
H 1.61321 4.85343 0.86359 0.118
C 3.07860 0.53493 2.91808 -0.015
C 2.66579 -0.75814 2.29315 -0.250
N 2.88556 -1.88615 2.92850 0.107
C 2.50331 -3.04850 2.36560 -0.113
C 1.90134 -3.13617 1.13370 -0.165
C 1.48829 -4.48271 0.61452 -0.216
O 2.28933 -4.83124 -0.51970 -0.062
C 1.65504 -1.93538 0.43406 -0.059
C 1.05231 -1.97433 -0.91014 -0.024
N 0.53686 -0.95501 -1.49363 0.033
C -0.00295 -1.18349 -2.81913 -0.300
C -0.79882 -2.28760 -3.08894 -0.047
C -1.29753 -2.45744 -4.37438 -0.095
C -1.00235 -1.52986 -5.36602 -0.104
C -0.21483 -0.41673 -5.07986 -0.124
C 0.26512 -0.25401 -3.79838 -0.137
I 1.54511 2.23731 -2.86156 0.265
C 2.02725 -0.72147 1.01148 -0.266
O 1.82920 0.43135 0.42411 -0.185
H 3.68183 0.33063 3.80046 0.075
H 2.19643 1.11570 3.19395 0.063
H 3.64074 1.14737 2.21143 0.089
H 2.69673 -3.95107 2.93494 0.102
H 0.42720 -4.47715 0.33401 0.121
H 1.62165 -5.22001 1.41333 0.111
H 1.94161 -5.64859 -0.88909 0.083
H 1.09404 -2.93879 -1.41949 0.125
H -1.07171 -2.98022 -2.29937 0.115
H -1.94054 -3.30120 -4.58929 0.097
H -1.40517 -1.66541 -6.36378 0.093
H 0.00227 0.31768 -5.84691 0.094
```